[1]
DFT (ωB97M-V/def2-TZVPD) results for 8 unconnected molecules or ions with the total composition C37H81ClF4N9O10P2S in a non-equilibrium geometry.

CARTESIAN COORDINATES (ANGSTROEM)
Cl  -1.988  -4.541  -1.088
S  3.673  3.411  -0.125
P  3.444  1.528  0.153
P  0.413  1.094  1.979
F  -0.770  -3.441  -4.190
F  -1.688  -1.451  -5.168
F  0.544  -0.243  -4.713
F  1.449  -2.279  -3.868
O  1.379  -7.501  -7.681
O  -2.015  -1.644  2.713
O  0.348  2.386  2.930
O  4.459  1.399  4.588
O  0.353  4.334  -5.252
O  -1.938  1.171  0.094
O  -5.609  -4.059  -8.253
O  -5.927  0.675  6.854
O  3.067  -0.383  -2.225
O  3.485  6.568  7.015
N  -6.013  -0.179  9.004
N  0.722  -5.297  -7.419
N  -3.323  -1.730  4.621
N  3.137  2.839  5.827
N  1.853  0.808  -0.354
N  1.808  1.511  -2.695
N  -5.020  -3.927  -6.018
N  -1.247  3.005  -6.269
N  2.307  8.295  6.020
C  1.842  0.273  -1.766
C  -3.906  -2.543  5.668
C  -2.537  -2.271  3.625
C  -5.373  0.255  7.862
C  -0.723  1.497  -0.727
C  -7.460  -0.151  9.052
C  -5.285  -0.661  10.158
C  1.746  8.754  7.274
C  6.635  -1.108  -0.223
C  3.152  7.205  6.024
C  0.410  -1.223  -3.616
C  0.220  -1.883  -1.091
C  -2.266  4.033  -6.209
C  4.046  2.846  6.954
C  -0.762  0.528  -2.042
C  4.948  -2.022  -2.220
C  -0.112  -5.312  -8.603
C  0.007  3.276  -5.763
C  0.657  1.589  0.105
C  -3.573  -0.304  4.621
C  1.408  -6.441  -7.069
C  6.269  -1.143  -1.834
C  -1.304  -3.498  0.320
C  -6.236  -4.574  -5.568
C  1.962  8.996  4.801
C  0.450  -0.606  -2.090
C  -4.828  -3.730  -7.369
C  0.810  -4.079  -6.640
C  3.453  2.084  4.717
C  -1.579  1.726  -6.859
C  6.297  0.374  -2.538
C  5.182  -3.620  -1.913
C  -1.048  -1.983  -3.937
C  -1.184  -1.932  -0.260
C  1.923  3.625  5.902
C  3.542  -1.510  -1.468
C  -4.046  -3.507  -5.033
H  -2.618  0.225  4.687
H  1.079  -2.022  -0.272
H  -0.588  -4.339  -8.751
H  3.521  6.941  5.019
H  -2.402  1.279  -6.294
H  5.021  3.214  6.622
H  -5.584  -1.694  10.358
H  0.920  2.751  0.196
H  -2.430  4.311  -5.163
H  -4.206  -0.627  9.985
H  1.333  3.528  4.987
H  -7.802  0.877  8.901
H  -6.246  -4.660  -4.478
H  -7.855  -0.775  8.244
H  -1.917  4.913  -6.757
H  -4.065  -0.029  3.683
H  2.011  -6.320  -6.154
H  -0.878  -6.084  -8.489
H  4.719  -3.832  -0.850
H  7.193  -1.704  -2.344
H  -3.182  -3.036  -5.509
H  -6.296  -5.570  -6.017
H  -3.873  -3.230  -7.601
H  6.359  -3.780  -1.877
H  -4.994  -2.444  5.627
H  -7.822  -0.523  10.014
H  7.227  0.444  -3.279
H  3.507  1.300  1.605
H  0.270  -2.916  -1.693
H  -2.382  2.044  0.328
H  1.329  3.277  6.752
H  0.878  8.952  4.663
H  1.982  2.388  -2.180
H  2.279  10.039  4.891
H  2.453  8.545  3.935
H  5.744  -1.383  0.483
H  -0.967  2.593  -1.138
H  1.202  -3.280  -7.276
H  6.432  1.135  -1.628
H  -4.275  0.192  7.933
H  1.168  7.941  7.724
H  -3.202  3.674  -6.645
H  -2.156  -1.768  -0.891
H  4.785  -1.927  -3.390
H  0.507  -5.555  -9.472
H  0.704  2.428  -5.859
H  -2.027  -3.551  1.246
H  -7.096  -3.985  -5.900
H  7.466  -1.944  -0.037
H  -5.530  -0.033  11.019
H  -0.721  1.048  -6.838
H  5.332  0.598  -3.161
H  -4.208  -0.024  5.466
H  -1.887  1.884  -7.896
H  2.191  4.676  6.047
H  2.695  2.150  3.920
H  3.663  3.485  7.755
H  3.715  -1.311  -0.305
H  4.679  -4.277  -2.746
H  2.868  -2.493  -1.503
H  -4.516  -2.791  -4.353
H  -3.540  -2.189  6.635
H  -0.771  1.225  -3.013
H  -3.636  -3.596  5.545
H  -3.712  -4.384  -4.470
H  1.100  9.621  7.113
H  2.562  9.023  7.951
H  -0.217  -3.881  0.530
H  4.163  1.823  7.324
H  1.470  -4.209  -5.779
H  2.490  1.405  -3.476
H  1.840  -0.070  0.256
H  -1.785  -1.954  -3.030
H  7.108  -0.069  0.085
H  -2.411  -3.362  3.719
H  -1.226  -1.260  0.697
H  -0.191  -3.812  -6.289
H  4.582  0.841  -0.396
H  -1.851  0.039  -2.068
H  -0.717  0.234  2.194
H  1.594  0.343  2.403

Forces on the atoms, in the same order (eV/Å):
0.6 0.8 1.3
-0.6 -0.2 -0.3
2.8 2.4 1.4
-0.6 4.5 4.0
-0.9 4.4 0.8
2.1 -1.4 3.7
0.1 -2.4 3.3
-2.6 3.3 1.0
-0.1 1.1 0.4
0.0 0.2 0.2
0.2 -4.0 -3.5
-0.3 0.2 0.0
-0.5 -0.7 -0.3
1.6 1.7 -0.3
0.6 0.2 1.0
0.2 -0.4 0.6
-1.8 0.2 2.7
-0.4 0.5 -0.5
1.0 0.5 -1.3
0.8 -1.0 0.6
1.3 -1.0 -1.5
0.2 -1.0 -1.6
-0.1 -3.3 0.6
0.3 -1.3 1.5
0.4 0.3 -1.1
1.4 0.0 0.6
1.0 -1.2 -0.3
0.0 1.2 -5.5
-0.1 0.1 0.0
-1.1 0.5 1.5
-0.9 -0.2 0.7
-1.9 1.2 -1.7
-0.1 0.1 -0.3
-0.2 0.0 0.0
0.1 -0.2 0.2
0.8 -0.6 -0.2
-0.5 0.7 0.5
0.6 -0.8 -2.5
-0.3 -1.1 0.6
0.2 0.3 0.1
0.3 -0.2 0.0
-0.9 0.1 -0.6
0.0 0.1 -0.2
0.0 -0.3 -0.1
-0.8 0.3 -0.2
-1.4 1.9 1.4
0.1 0.2 -0.2
-0.5 0.0 -0.7
1.0 -0.1 -0.7
0.4 1.3 -0.2
-0.2 -0.1 -0.3
0.0 0.0 0.2
-0.3 0.5 -0.1
-0.7 -0.4 0.2
-0.2 -0.1 -0.3
-0.1 0.7 1.2
-0.1 0.2 0.0
0.3 -0.4 0.6
0.3 1.0 0.4
-0.2 -1.8 -1.2
-0.3 -1.5 0.9
0.0 0.1 0.0
1.5 -3.1 0.0
-0.2 -0.2 -0.2
-0.1 0.1 0.0
-1.7 0.6 -1.8
0.1 -0.1 0.1
-0.1 0.1 0.0
0.0 -0.2 -0.2
-0.1 -0.1 0.2
0.1 0.1 0.2
-0.1 -2.6 -0.3
-0.1 0.1 -0.2
-0.2 0.0 0.0
0.1 -0.1 0.1
-0.1 -0.2 0.0
0.1 0.1 -0.2
-0.1 0.1 0.1
-0.2 0.0 0.1
0.0 0.1 0.2
0.0 0.1 0.0
0.0 0.1 -0.2
1.0 0.0 -2.1
-2.2 1.1 1.1
-0.3 -0.2 0.0
-0.2 0.1 0.1
0.0 0.0 0.1
-2.7 0.0 -0.1
0.1 -0.1 0.2
0.2 0.1 -0.2
-2.1 0.0 1.8
-0.5 -0.6 -1.3
0.0 2.4 1.0
0.9 -1.6 -0.4
-0.1 0.2 -0.1
0.1 0.1 -0.2
0.1 -0.6 -0.5
-0.1 0.0 -0.2
0.0 0.0 0.2
1.5 0.7 -1.3
1.0 -2.4 0.9
0.0 0.1 0.2
-0.3 -1.3 -2.3
0.0 0.0 0.1
0.0 0.2 0.1
0.2 0.0 0.1
2.0 -0.1 1.1
0.1 0.1 2.5
-0.2 0.0 0.0
-0.1 -0.1 -0.1
1.6 0.0 -2.1
0.0 -0.2 0.1
-1.9 1.9 -0.2
0.2 -0.2 0.1
-0.1 0.2 0.0
1.8 -0.4 1.3
0.0 -0.1 -0.2
0.0 -0.2 0.1
-0.2 -0.1 0.1
-0.2 0.2 0.1
0.0 -0.1 -0.3
-0.2 -0.1 -2.3
1.0 1.2 1.8
0.9 2.4 -0.2
0.2 0.0 0.1
-0.1 -0.2 0.0
0.6 -1.7 2.2
0.0 0.2 0.0
0.1 0.2 0.1
0.2 -0.2 -0.1
-0.2 0.0 0.1
-2.3 0.5 -0.2
0.1 0.1 0.1
-0.1 -0.1 -0.1
-0.7 0.0 1.1
0.0 0.8 -0.9
1.3 0.0 -2.1
-1.1 -2.2 -0.6
-0.1 0.0 0.1
0.2 -1.1 -2.1
0.3 0.1 0.0
-1.3 -0.5 0.1
2.6 0.9 0.4
0.7 0.1 -0.6
-0.7 0.0 -1.0

Values from the calculation:
HOMO energy: -10.4 eV
net charge: +1
gap between HOMO and LUMO: 7.172 eV

Mulliken atomic charge list, values in e, 2 entries: number 1, Cl, carries -0.17; number 2, S, carries -0.29


[2]
DFT (ωB97M-V/def2-TZVPD) results for a molecular structure, C8H32B3KO4 in a non-equilibrium geometry.

CARTESIAN COORDINATES (ANGSTROEM)
K  7.402  29.332  4.216
O  9.809  28.581  2.670
O  5.870  26.792  4.841
O  4.737  29.166  4.818
O  7.171  27.739  1.828
C  10.896  29.451  2.889
C  5.180  27.163  6.038
C  6.171  26.797  1.565
C  8.327  27.522  1.062
C  6.516  25.555  5.004
C  9.378  28.578  1.335
C  4.264  30.509  4.770
C  4.337  28.434  5.950
B  8.665  31.644  6.337
B  7.554  32.091  3.057
B  8.759  28.274  6.622
H  7.531  33.177  2.621
H  9.667  28.989  6.527
H  7.538  31.535  6.115
H  10.565  30.472  2.683
H  5.956  27.281  6.803
H  6.905  25.170  4.059
H  11.769  29.147  2.288
H  5.781  24.794  5.308
H  7.383  31.420  2.151
H  9.005  29.555  0.996
H  9.277  31.341  5.396
H  8.995  32.719  6.673
H  5.903  26.852  0.501
H  4.485  29.041  6.849
H  7.351  25.692  5.698
H  8.603  27.734  5.640
H  3.264  28.227  5.817
H  11.259  29.379  3.913
H  4.551  26.317  6.349
H  6.748  31.959  3.848
H  5.297  26.978  2.184
H  7.928  29.028  6.823
H  6.460  25.752  1.731
H  4.711  30.875  3.846
H  10.236  28.441  0.657
H  8.765  26.529  1.227
H  3.166  30.538  4.768
H  4.629  31.179  5.554
H  8.920  27.598  7.565
H  8.566  31.915  3.550
H  8.056  27.595  -0.003
H  8.949  30.923  7.201

Forces on the atoms, in the same order (eV/Å):
0.5 0.7 0.3
-0.3 -0.7 -0.1
-1.0 0.4 -0.5
0.1 0.5 0.3
0.1 -0.2 0.5
0.3 0.2 0.0
0.9 -0.6 0.5
-0.2 -0.2 -0.6
0.4 0.2 -0.2
0.0 -0.1 0.1
0.2 0.7 -0.4
0.3 -0.2 -0.5
0.1 0.3 -0.9
0.7 0.0 0.7
0.2 0.9 -0.5
0.7 0.0 0.9
-0.1 1.5 -0.5
1.3 0.5 -0.3
-1.9 0.0 -0.3
0.3 0.1 0.0
0.0 0.2 0.1
0.1 0.6 -0.2
-0.2 0.2 -0.4
0.2 0.0 0.5
-0.4 -1.8 -2.0
-0.3 0.2 0.6
0.8 -0.5 -1.1
0.1 1.7 0.2
-0.2 0.1 0.0
0.0 -0.1 0.1
-0.1 -0.3 0.2
-0.3 -1.7 -2.0
0.0 -0.2 0.3
-0.7 0.0 0.2
-0.2 0.0 0.0
-1.7 -0.3 1.4
0.1 0.3 0.1
-1.9 0.9 0.3
0.4 0.1 0.2
-0.4 0.4 0.0
0.1 -0.6 0.0
-0.2 -0.1 0.2
0.0 0.0 -0.2
0.2 -0.4 0.3
0.1 -1.3 1.1
1.7 -0.4 0.5
0.1 -0.1 -0.1
0.3 -0.6 1.2

Values from the calculation:
HOMO energy: -0.4 eV
net charge: -2
gap between HOMO and LUMO: 4.440 eV

Mulliken atomic charge list, values in e, 2 entries: number 1, K, carries -0.51; number 2, O, carries -0.26